10 unconnected molecules or ions with the total composition C29H80N2O19 in a non-equilibrium geometry, computed with the ωB97M-V functional and the def2-TZVPD basis.

```
130
Properties=species:S:1:pos:R:3:mulliken_charge:R:1
C -5.879 11.844 7.055 -0.090
C -5.813 10.635 6.122 0.126
O -7.090 10.436 5.530 -0.472
O -6.826 11.527 8.072 -0.578
H -6.054 12.761 6.490 0.206
H -4.883 11.953 7.499 0.202
H -5.436 9.727 6.593 0.358
H -5.092 10.973 5.376 -0.389
H -7.710 10.195 6.228 0.319
H -6.847 12.291 8.658 0.335
C -6.763 11.600 -1.916 0.034
C -6.862 10.844 -3.224 -0.804
O -5.778 11.213 -4.089 -0.547
O -5.834 11.036 -1.003 -0.170
H -7.772 11.456 -1.514 0.202
H -6.519 12.653 -2.065 0.136
H -7.729 11.147 -3.811 0.406
H -6.841 9.770 -3.019 0.329
H -5.024 10.623 -4.015 0.297
H -5.070 10.748 -1.515 0.116
C -8.797 10.419 2.428 0.142
C -10.152 9.701 2.485 -0.601
O -10.973 10.016 1.366 -0.557
O -8.863 11.597 3.235 -0.499
H -8.643 10.756 1.401 0.077
H -7.941 9.837 2.775 0.253
H -10.683 9.946 3.407 0.266
H -10.058 8.614 2.493 0.343
H -11.294 10.921 1.412 0.305
H -8.300 11.467 4.004 0.234
C -3.243 15.367 5.645 0.277
C -2.682 14.015 6.067 -0.194
O -3.499 12.973 5.575 0.199
O -2.696 16.467 6.344 -0.636
H -4.335 15.383 5.728 0.087
H -3.046 15.471 4.573 -0.278
H -2.562 13.935 7.154 0.223
H -1.647 13.972 5.705 -0.021
H -3.004 12.138 5.589 0.150
H -2.278 17.022 5.683 0.420
C -4.005 17.680 2.867 -0.305
C -4.501 18.696 1.877 0.000
O -5.734 19.290 2.292 -0.675
O -4.911 16.596 3.053 0.990
H -3.827 18.170 3.829 0.127
H -3.059 17.269 2.502 0.252
H -4.709 18.174 0.933 -0.263
H -3.817 19.518 1.668 0.463
H -6.246 18.647 2.806 0.341
H -4.525 15.771 2.733 -0.561
C -0.349 12.801 1.782 -0.401
C -0.413 13.943 2.767 0.249
O -1.096 15.055 2.205 -0.584
O -1.626 12.363 1.395 -0.276
H 0.333 12.015 2.134 0.451
H 0.171 13.188 0.892 0.293
H 0.596 14.316 2.961 0.465
H -0.785 13.714 3.772 -0.605
H -1.854 14.764 1.685 0.135
H -1.554 11.479 1.000 0.064
C -8.222 16.522 4.141 0.126
C -9.149 17.197 3.114 -0.287
O -10.076 18.118 3.683 -0.547
O -7.115 17.425 4.298 -0.724
H -7.970 15.541 3.733 -0.129
H -8.686 16.467 5.127 0.402
H -9.726 16.357 2.689 0.323
H -8.607 17.550 2.241 -0.095
H -10.425 17.682 4.465 0.331
H -6.274 17.014 4.019 0.277
C -10.374 17.713 -0.460 -0.424
O -9.283 18.138 -1.268 -0.375
C -8.914 19.509 -1.036 -0.451
C -7.846 19.886 -2.102 -0.771
N -6.993 18.751 -2.466 -0.506
C -5.961 18.563 -1.426 -0.232
C -4.798 17.733 -1.968 -0.940
O -4.968 16.377 -1.563 -0.158
C -3.795 15.605 -1.702 -0.809
H -10.742 16.739 -0.758 0.262
H -11.171 18.463 -0.461 0.343
H -10.021 17.738 0.577 0.012
H -8.512 19.512 -0.018 0.251
H -9.805 20.133 -1.115 0.514
H -7.295 20.771 -1.793 0.334
H -8.504 20.137 -2.940 0.390
H -7.644 17.975 -2.450 0.386
H -6.425 18.031 -0.592 0.149
H -5.566 19.554 -1.208 0.371
H -3.767 18.033 -1.750 0.489
H -4.864 17.840 -3.058 0.454
H -3.269 15.820 -2.636 0.532
H -3.956 14.528 -1.648 0.053
H -3.059 15.750 -0.903 0.265
C -0.572 10.968 6.846 -1.020
O -1.543 11.060 5.820 -0.311
C -1.283 10.146 4.748 -1.000
C -2.553 10.167 3.899 0.571
N -2.389 9.327 2.707 -0.451
C -3.537 9.535 1.794 0.009
C -3.166 9.017 0.447 -1.159
O -2.123 9.861 -0.039 -0.228
C -1.270 9.213 -0.980 -0.941
H -0.980 11.619 7.624 0.299
H 0.399 11.382 6.560 0.326
H -0.456 9.987 7.310 0.338
H -0.953 9.153 5.058 0.444
H -0.507 10.603 4.120 0.146
H -2.640 11.249 3.749 -0.309
H -3.379 9.646 4.386 0.344
H -1.599 9.676 2.169 0.350
H -3.834 10.589 1.722 -0.109
H -4.353 8.989 2.276 0.693
H -4.031 8.980 -0.227 0.329
H -2.842 7.972 0.495 0.481
H -0.370 9.828 -0.991 0.269
H -1.758 9.219 -1.957 0.261
H -0.966 8.195 -0.730 0.362
C -5.352 13.112 3.090 1.169
C -5.154 13.463 1.609 1.533
C -6.257 14.247 0.947 -1.336
O -3.901 14.155 1.441 0.549
H -6.375 12.755 3.220 -0.027
H -5.074 13.996 3.661 -0.417
H -4.662 12.293 3.290 -0.818
H -5.090 12.446 1.200 -0.279
H -7.097 13.553 1.017 0.427
H -5.970 14.480 -0.080 -0.072
H -6.463 15.248 1.333 -0.360
H -3.230 13.476 1.615 -0.245
```

For the LUMO energy, the calculation gives 0.1 eV. The HOMO-LUMO gap is 0.3110 Ha. The net charge is 0. The value obtained for the strongest force on any atom is 2.71 eV/A. As for the molar mass: 760.95 g/mol. As for the spin multiplicity: 1.

11 unconnected molecules or ions with the total composition C29H80O11 in a non-equilibrium geometry, computed with the ωB97M-V functional and the def2-TZVPD basis.

```
120
Properties=species:S:1:pos:R:3:mulliken_charge:R:1
C -4.347 -0.747 -4.136 -1.513
C -3.469 -0.694 -2.862 -0.506
O -4.231 -0.981 -1.760 0.024
H -4.905 -1.666 -4.318 0.512
H -3.814 -0.564 -5.070 0.414
H -5.198 -0.068 -4.182 0.340
H -3.001 0.262 -2.625 -0.384
H -2.584 -1.315 -2.999 0.616
H -4.361 -1.932 -1.760 0.067
C 4.411 1.070 -2.996 -0.665
C 3.151 1.483 -3.774 -0.110
O 3.335 1.143 -5.092 -0.425
H 4.286 0.164 -2.403 0.176
H 4.756 1.879 -2.352 0.034
H 5.215 0.909 -3.714 0.452
H 2.992 2.545 -3.588 0.144
H 2.319 0.887 -3.401 0.043
H 3.316 0.209 -5.316 0.297
C 0.845 5.641 -1.062 -1.037
C 1.150 4.483 -0.142 0.441
O 0.142 3.957 0.662 -0.519
H 1.810 5.765 -1.555 0.359
H 0.630 6.546 -0.493 0.331
H 0.042 5.392 -1.755 0.101
H 2.009 4.603 0.517 0.111
H 1.265 3.666 -0.854 -0.119
H -0.263 3.197 0.238 0.114
C 2.195 0.489 4.171 -1.539
C 1.524 1.007 2.958 1.212
O 0.261 1.513 3.196 -0.735
H 3.133 -0.034 3.985 0.293
H 1.551 -0.184 4.737 0.353
H 2.491 1.221 4.921 0.351
H 1.327 0.192 2.262 -0.406
H 2.223 1.695 2.483 -0.106
H -0.134 1.597 2.325 0.307
C -0.079 -6.164 -1.569 -1.700
C -1.429 -5.862 -0.938 0.550
C -1.964 -6.873 0.068 -1.512
O -1.606 -4.615 -0.296 0.469
H -0.078 -5.731 -2.569 0.621
H -0.038 -7.207 -1.882 0.577
H 0.861 -5.990 -1.045 0.010
H -2.196 -5.971 -1.705 0.194
H -1.648 -7.865 -0.256 0.463
H -3.052 -6.916 0.122 0.314
H -1.562 -6.751 1.074 0.302
H -1.015 -4.037 -0.784 -0.394
C 0.982 0.543 -0.632 -0.628
C -0.574 0.568 -0.468 1.926
C -1.090 -0.946 -0.322 -1.660
O -0.951 1.268 0.695 0.663
H 1.630 -0.012 0.046 -0.032
H 1.301 1.583 -0.560 -0.792
H 1.193 0.114 -1.612 0.739
H -1.026 0.975 -1.373 -0.444
H -0.309 -1.525 -0.814 0.919
H -2.029 -1.300 -0.746 -0.242
H -1.122 -1.074 0.760 -0.275
H -1.897 1.367 0.826 0.013
C -2.672 -4.318 3.084 -1.749
C -1.887 -3.104 2.763 1.972
C -1.680 -2.141 3.924 -1.161
O -0.641 -3.503 2.203 -0.284
H -3.713 -4.100 3.324 0.431
H -2.037 -4.942 3.713 0.322
H -2.887 -4.961 2.231 0.328
H -2.474 -2.597 1.997 -0.362
H -0.864 -2.374 4.607 0.389
H -2.611 -1.937 4.452 0.312
H -1.481 -1.113 3.621 0.030
H -0.822 -4.205 1.573 0.068
C 2.667 -3.735 1.146 -0.826
C 4.139 -3.549 0.736 0.362
C 4.764 -2.551 1.623 -1.277
O 4.727 -4.833 0.884 -0.545
H 2.106 -2.841 0.874 0.070
H 2.569 -3.988 2.202 0.344
H 2.296 -4.557 0.533 0.238
H 4.321 -3.335 -0.318 0.281
H 5.853 -2.528 1.631 0.426
H 4.613 -2.759 2.682 0.280
H 4.405 -1.547 1.397 0.223
H 4.392 -5.178 1.714 0.352
C -3.531 5.933 -3.944 -1.351
C -3.407 4.417 -3.997 0.299
C -2.283 3.761 -3.279 -0.874
O -4.647 3.888 -3.573 -0.499
H -4.529 6.213 -4.279 0.356
H -2.665 6.411 -4.403 0.367
H -3.563 6.182 -2.884 0.317
H -3.448 4.074 -5.030 0.309
H -2.347 4.068 -2.235 0.312
H -1.374 4.233 -3.651 0.405
H -2.356 2.673 -3.259 0.009
H -4.602 4.029 -2.624 0.330
C 6.354 3.832 1.419 -1.436
C 4.917 3.223 1.550 0.702
C 4.668 2.374 0.322 -0.760
O 4.870 2.354 2.693 -0.535
H 6.484 4.712 2.048 0.382
H 6.650 4.144 0.418 0.333
H 7.119 3.165 1.818 0.337
H 4.160 4.005 1.612 0.045
H 5.457 1.711 -0.032 0.517
H 4.440 3.021 -0.525 0.322
H 3.779 1.854 0.679 -0.217
H 4.743 2.811 3.528 0.305
C -3.850 1.586 3.002 -1.436
C -3.747 0.434 1.896 1.955
C -4.967 -0.349 1.775 -1.742
O -3.662 1.090 0.605 -0.640
H -4.039 1.033 3.922 0.411
H -4.499 2.425 2.749 0.318
H -2.840 1.960 3.172 0.302
H -2.930 -0.267 2.068 -0.810
H -5.118 -0.720 2.789 0.481
H -5.113 -1.208 1.121 0.306
H -5.818 0.328 1.700 0.396
H -3.761 0.383 -0.037 0.155
```

For the LUMO energy (alpha / beta), the calculation gives 2.3 / 2.3 eV. The relative energy (zero: lowest compared OMol25 entry of this formula, charge and spin) comes out at 2.844 eV. The HOMO-LUMO gap (alpha / beta) is 0.0717 / 0.3532 Ha. The net charge is -1. The value obtained for the strongest force on any atom is 3.74 eV/A. As for the molar mass: 604.95 g/mol. As for the spin multiplicity: 2.